[1]
{"formula": "C28H30F6N6PS4Zn", "method": "wB97M-V/def2-TZVPD", "max_force_ev_per_a": 0.75, "mol_weight_g_mol": 789.21, "total_charge": 2, "energy_ev": -155810.56469, "multiplicity": 2, "species": ["Zn", "S", "C", "N", "C", "C", "N", "C", "C", "C", "C", "C", "C", "C", "C", "S", "C", "C", "C", "C", "C", "C", "C", "H", "H", "H", "H", "H", "H", "H", "H", "H", "H", "H", "H", "H", "H", "H", "H", "H", "H", "N", "C", "S", "C", "C", "C", "N", "C", "C", "H", "H", "H", "H", "H", "H", "F", "P", "F", "F", "F", "F", "F", "C", "N", "C", "C", "N", "C", "S", "H", "H", "H", "H", "H", "H"], "coordinates": [[0.3769, -2.0371, 0.5087], [1.9250, -1.5592, -1.1707], [1.0652, -0.2668, -1.8444], [1.6452, 0.6345, -2.5796], [0.8543, 1.6529, -3.2921], [-0.2628, 2.1186, -2.4268], [-1.0572, 0.9547, -1.9861], [-2.5264, 1.1927, -1.7988], [-2.8273, 2.5793, -1.3079], [-3.1769, 3.5972, -2.1932], [-3.4273, 4.8767, -1.7204], [-3.3265, 5.1416, -0.3609], [-2.9987, 4.1243, 0.5254], [-2.7562, 2.8432, 0.0534], [-0.4735, -0.1568, -1.6695], [-1.3417, -1.5214, -1.1145], [3.1107, 0.7202, -2.8059], [3.6187, 2.0528, -2.3101], [4.4666, 2.8150, -3.0998], [4.9492, 4.0306, -2.6268], [4.5722, 4.4864, -1.3731], [3.7240, 3.7234, -0.5800], [3.2515, 2.5045, -1.0446], [0.5023, 1.2232, -4.2322], [1.5124, 2.4879, -3.5140], [-0.9131, 2.7935, -2.9725], [0.1005, 2.6382, -1.5385], [-2.8654, 0.4462, -1.0898], [-3.0069, 1.0004, -2.7596], [-3.2771, 3.3864, -3.2547], [-3.7099, 5.6627, -2.4087], [-3.5133, 6.1420, 0.0089], [-2.9340, 4.3251, 1.5868], [-2.5079, 2.0502, 0.7489], [3.2807, 0.5957, -3.8764], [3.5921, -0.1026, -2.2891], [4.7572, 2.4627, -4.0845], [5.6162, 4.6210, -3.2426], [4.9412, 5.4372, -1.0109], [3.4364, 4.0712, 0.4047], [2.6097, 1.9016, -0.4064], [2.0551, -2.0888, 7.1152], [1.1757, -2.9541, 6.5832], [0.2610, -3.9881, 7.4515], [1.1025, -2.9158, 5.0764], [2.1475, -2.4615, 4.2863], [1.9918, -2.3796, 2.9197], [0.8579, -2.7479, 2.3048], [-0.1373, -3.2529, 3.0701], [-0.0500, -3.3544, 4.4327], [2.1388, -2.0563, 8.1186], [2.5230, -1.3807, 6.5785], [3.1022, -2.1759, 4.7064], [2.7877, -2.0027, 2.2951], [-1.0280, -3.5820, 2.5507], [-0.8649, -3.7574, 5.0184], [1.5375, 0.0857, 1.3063], [0.2892, 0.9276, 1.9815], [0.5790, 0.2193, 3.3755], [-1.0120, 1.6314, 2.5406], [-0.0182, 1.5046, 0.4901], [-0.6696, -0.4156, 1.5489], [1.2368, 2.1465, 2.3009], [-3.5250, -4.1357, 0.4553], [-3.0292, -4.5566, -0.8692], [-3.7997, -4.7798, -1.9489], [-2.9622, -5.1345, -2.9953], [-1.7159, -5.1084, -2.5053], [-1.7115, -4.7571, -1.1863], [-0.3793, -4.6632, -0.2038], [-4.6078, -4.2031, 0.4434], [-3.2221, -3.1086, 0.6429], [-3.1241, -4.7958, 1.2176], [-4.8745, -4.6923, -1.9212], [-3.1910, -5.3807, -4.0201], [-0.8698, -5.3356, -3.0119]], "forces_ev_per_angstrom": [[0.12, 0.73, -0.05], [0.13, -0.11, 0.04], [-0.45, -0.18, 0.24], [0.18, 0.28, -0.34], [0.25, -0.18, -0.08], [-0.14, -0.08, 0.17], [-0.17, 0.38, -0.06], [0.08, 0.01, -0.03], [0.01, 0.01, -0.06], [-0.08, -0.04, -0.02], [0.00, -0.02, -0.02], [0.01, 0.01, 0.02], [0.00, 0.01, 0.01], [0.00, 0.04, 0.12], [0.32, -0.24, -0.11], [-0.03, -0.14, -0.08], [-0.11, 0.08, 0.10], [-0.02, -0.08, 0.02], [0.04, 0.11, -0.06], [0.00, -0.05, -0.06], [0.01, 0.03, 0.00], [-0.04, -0.06, 0.01], [0.02, 0.02, 0.12], [-0.02, -0.02, -0.03], [0.07, 0.01, -0.01], [-0.05, -0.01, -0.03], [-0.03, -0.01, 0.02], [-0.04, -0.05, 0.07], [0.06, -0.03, -0.06], [0.02, 0.01, 0.05], [0.02, -0.02, 0.01], [-0.01, -0.04, -0.01], [0.00, 0.00, -0.02], [0.00, 0.07, -0.04], [-0.01, 0.05, -0.02], [-0.06, -0.07, 0.03], [-0.01, 0.02, 0.05], [-0.03, -0.03, 0.02], [0.00, -0.02, 0.00], [0.01, -0.02, -0.04], [0.03, 0.04, -0.04], [-0.11, -0.18, 0.06], [0.22, 0.23, -0.28], [-0.03, -0.10, 0.04], [-0.03, -0.03, 0.25], [0.21, -0.01, 0.07], [-0.13, -0.12, -0.24], [-0.26, -0.20, 0.29], [0.16, 0.09, -0.18], [-0.09, 0.00, 0.07], [0.02, 0.01, 0.01], [-0.05, 0.06, -0.02], [-0.03, 0.02, 0.00], [0.00, 0.08, -0.05], [0.00, 0.07, -0.02], [0.00, 0.02, -0.02], [0.05, -0.07, 0.13], [0.05, 0.21, -0.02], [0.02, -0.09, 0.07], [-0.02, 0.00, 0.01], [0.05, 0.02, 0.03], [0.00, -0.10, 0.10], [0.00, -0.02, -0.01], [0.09, -0.08, -0.23], [0.01, 0.10, 0.29], [0.01, -0.06, -0.19], [-0.28, 0.11, 0.01], [0.20, -0.08, 0.03], [-0.17, -0.12, -0.03], [-0.05, -0.14, -0.05], [-0.02, 0.00, 0.00], [0.03, 0.04, -0.01], [0.03, -0.05, 0.00], [0.07, 0.01, -0.04], [-0.01, -0.02, 0.08], [0.01, 0.02, 0.02]], "mulliken_spin": [0.003, -0.002, 0.001, 0.001, 0.000, 0.000, -0.003, -0.002, 0.001, 0.000, 0.000, 0.000, 0.000, 0.000, -0.013, 0.082, 0.000, 0.000, 0.000, 0.000, 0.000, 0.000, 0.000, 0.000, 0.000, 0.000, 0.000, 0.002, -0.002, 0.000, 0.000, 0.000, 0.000, 0.000, 0.000, 0.000, 0.000, 0.000, 0.000, 0.000, 0.000, 0.000, 0.000, 0.000, 0.000, 0.000, 0.001, 0.006, 0.001, -0.001, 0.000, 0.000, 0.000, 0.000, 0.001, 0.000, 0.000, 0.001, 0.000, 0.000, 0.000, -0.001, 0.000, 0.002, 0.087, 0.123, 0.138, 0.065, -0.099, 0.600, 0.003, 0.000, -0.002, 0.005, 0.006, -0.006]}

[2]
{"formula": "C28H30N2O4", "method": "wB97M-V/def2-TZVPD", "max_force_ev_per_a": 2.48, "mol_weight_g_mol": 458.56, "e_above_lowest_kcal_mol": 35.5, "total_charge": 0, "smiles": "CC1(C)OC(=O)C(Cc2ccc(C#N)cc2)([C@H](/C=C/N2CCCCC2)c2ccccc2)C(=O)O1", "species": ["C", "C", "C", "O", "C", "O", "C", "C", "C", "C", "C", "C", "C", "N", "C", "C", "C", "O", "O", "H", "H", "H", "H", "H", "H", "H", "H", "H", "H", "H", "H", "C", "C", "C", "N", "C", "C", "C", "C", "C", "C", "C", "C", "C", "C", "C", "H", "H", "H", "H", "H", "H", "H", "H", "H", "H", "H", "H", "H", "H", "H", "H", "H", "H"], "coordinates": [[1.1852, -0.7074, 4.3760], [2.4955, -0.5223, 3.6251], [3.7237, -0.9650, 4.3957], [2.4574, -1.2564, 2.3770], [1.7275, -0.7783, 1.3282], [1.2722, -1.5615, 0.5133], [1.6820, 0.7299, 1.1130], [0.2778, 1.1332, 0.6328], [-0.8601, 0.6958, 1.5247], [-1.4932, 1.5910, 2.3951], [-2.6891, 1.2341, 3.0132], [-3.2536, -0.0279, 2.7872], [-4.5194, -0.3776, 3.3704], [-5.5558, -0.6637, 3.8333], [-2.5941, -0.9375, 1.9560], [-1.4176, -0.5703, 1.3170], [1.8766, 1.4728, 2.4243], [1.4430, 2.5897, 2.6205], [2.7071, 0.8846, 3.3398], [0.3315, -0.3691, 3.7723], [1.0815, -1.7735, 4.6101], [1.2270, -0.1449, 5.3167], [4.6231, -0.8109, 3.7916], [3.8046, -0.3766, 5.3152], [3.6334, -2.0222, 4.6555], [0.2711, 2.2266, 0.5239], [0.1132, 0.6772, -0.3499], [-1.0415, 2.5695, 2.5750], [-3.2063, 1.9452, 3.6566], [-3.0123, -1.9275, 1.7761], [-0.9275, -1.2639, 0.6345], [7.6060, 4.1542, 3.2823], [7.9329, 2.6718, 3.1093], [6.6900, 1.7782, 3.0338], [5.6699, 2.3225, 2.1524], [4.8184, 1.4962, 1.5168], [3.8649, 1.9362, 0.6406], [2.8092, 1.0172, 0.1177], [2.2411, 1.4134, -1.2567], [1.6571, 0.4068, -2.0466], [0.9149, 0.7411, -3.1770], [0.8299, 2.0779, -3.5818], [1.4995, 3.0686, -2.8580], [2.2069, 2.7402, -1.6982], [5.2876, 3.7063, 2.3894], [6.5028, 4.6318, 2.3443], [7.2882, 4.3300, 4.3177], [8.5096, 4.7478, 3.1099], [8.5333, 2.5267, 2.2029], [8.5477, 2.3288, 3.9467], [6.9738, 0.7823, 2.6695], [6.2687, 1.6578, 4.0519], [4.9907, 0.4213, 1.6717], [3.9698, 2.9045, 0.1538], [3.3224, 0.0584, -0.0636], [1.7154, -0.6338, -1.7079], [0.3942, -0.0468, -3.7284], [0.2409, 2.3469, -4.4579], [1.4625, 4.1128, -3.1771], [2.6860, 3.5361, -1.1217], [4.5544, 4.0130, 1.6395], [4.8010, 3.7859, 3.3831], [6.1733, 5.6393, 2.6147], [6.8773, 4.6855, 1.3135]], "forces_ev_per_angstrom": [[0.27, -0.18, 0.04], [0.14, 0.79, -0.67], [-0.13, -0.08, -0.11], [-0.28, 0.15, 0.15], [-0.31, -1.21, -0.73], [0.83, 0.95, 1.20], [-1.75, -0.65, 1.54], [-0.14, -0.01, -0.33], [-0.37, 0.17, -0.33], [-0.04, -0.20, 0.08], [0.02, 0.09, 0.07], [0.37, 0.15, -0.14], [-2.15, -0.59, 1.03], [2.20, 0.61, -0.97], [0.05, -0.17, -0.11], [-0.19, -0.01, 0.21], [0.42, 1.51, 0.37], [0.69, -1.47, -0.08], [-0.72, -0.31, 0.17], [0.18, -0.10, 0.18], [-0.15, 0.23, -0.09], [-0.07, -0.07, -0.28], [-0.19, -0.04, 0.09], [-0.05, -0.09, -0.19], [0.04, 0.11, -0.05], [-0.01, -0.36, -0.06], [-0.02, 0.26, 0.34], [-0.24, -0.30, -0.11], [0.13, -0.19, -0.13], [0.00, 0.28, 0.09], [-0.24, 0.21, 0.19], [-0.05, 0.08, 0.17], [0.06, -0.19, -0.27], [-0.15, 0.08, 0.36], [0.94, 0.38, 0.24], [-1.02, 0.18, -1.64], [0.94, -0.39, 0.07], [1.48, -0.13, -1.67], [0.25, -0.03, 0.01], [-0.06, 0.25, 0.10], [0.20, 0.08, 0.00], [0.09, 0.04, 0.16], [0.00, -0.16, -0.06], [-0.30, -0.23, 0.03], [0.13, 0.26, 0.20], [-0.16, -0.12, -0.23], [0.03, 0.02, -0.06], [-0.08, -0.06, 0.16], [-0.14, 0.05, 0.02], [-0.01, 0.02, -0.08], [-0.10, 0.22, 0.10], [0.10, 0.02, -0.15], [-0.34, 0.37, 0.21], [-0.25, -0.09, 0.70], [-0.23, 0.08, 0.05], [-0.06, 0.43, -0.16], [0.23, 0.32, 0.10], [0.16, -0.06, 0.19], [-0.04, -0.36, 0.04], [-0.26, -0.30, -0.23], [0.21, -0.08, 0.33], [0.09, -0.06, -0.21], [0.10, -0.04, 0.01], [-0.04, -0.09, 0.12]], "nbo_charge": [-0.660, 0.545, -0.633, -0.535, 0.842, -0.582, -0.280, -0.433, -0.029, -0.206, -0.159, -0.191, 0.281, -0.311, -0.175, -0.161, 0.856, -0.558, -0.549, 0.232, 0.232, 0.234, 0.227, 0.232, 0.230, 0.251, 0.252, 0.241, 0.229, 0.229, 0.237, -0.400, -0.404, -0.201, -0.436, 0.094, -0.378, -0.269, 0.098, -0.258, -0.198, -0.221, -0.207, -0.240, -0.213, -0.404, 0.196, 0.214, 0.202, 0.212, 0.207, 0.171, 0.189, 0.208, 0.227, 0.237, 0.217, 0.216, 0.215, 0.213, 0.224, 0.184, 0.213, 0.201]}

[3]
{"formula": "C28H30N2O7", "method": "wB97M-V/def2-TZVPD", "max_force_ev_per_a": 0.55, "mol_weight_g_mol": 506.55, "e_above_lowest_kcal_mol": 44.8, "total_charge": 0, "smiles": "COc1ccc([C@@H]2[C@@H](C(=O)Nc3cc(OC)c(OC)c(OC)c3)c3ccccc3C(=O)N2C)cc1OC", "species": ["C", "H", "H", "H", "O", "C", "C", "C", "C", "C", "C", "O", "C", "H", "H", "H", "H", "C", "N", "C", "O", "C", "C", "C", "C", "C", "C", "C", "H", "C", "O", "N", "C", "C", "C", "C", "C", "C", "H", "O", "C", "H", "H", "H", "O", "C", "H", "H", "H", "O", "C", "H", "H", "H", "H", "H", "H", "H", "H", "H", "C", "H", "H", "H", "H", "H", "H"], "coordinates": [[1.6980, 5.0774, -1.2029], [2.6666, 5.5714, -1.1502], [1.5328, 4.7175, -2.2242], [0.9120, 5.7913, -0.9375], [1.7650, 4.0164, -0.2828], [0.6564, 3.2447, -0.0992], [-0.5253, 3.3647, -0.8077], [-1.5850, 2.5020, -0.5624], [-1.4914, 1.5367, 0.4238], [-0.3080, 1.4150, 1.1480], [0.7751, 2.2358, 0.8858], [1.9855, 2.1545, 1.4930], [2.2086, 1.1126, 2.4135], [1.5758, 1.2199, 3.3004], [2.0420, 0.1322, 1.9563], [3.2544, 1.1992, 2.7022], [-0.2363, 0.6481, 1.9028], [-2.6050, 0.5345, 0.6231], [-3.9040, 1.1788, 0.6714], [-5.0645, 0.5313, 0.3746], [-6.1518, 1.0599, 0.5377], [-4.9388, -0.8477, -0.1596], [-6.0897, -1.6265, -0.2327], [-6.0283, -2.9176, -0.7187], [-4.8156, -3.4327, -1.1474], [-3.6683, -2.6601, -1.0870], [-3.7187, -1.3704, -0.5806], [-2.5051, -0.4866, -0.5347], [-2.4341, 0.0583, -1.4843], [-1.2131, -1.2635, -0.2663], [-1.1644, -2.1773, 0.5266], [-0.1416, -0.7728, -0.9457], [1.2137, -1.0420, -0.6827], [2.1482, -0.0693, -1.0225], [3.4907, -0.2773, -0.7485], [3.9166, -1.4711, -0.1304], [2.9620, -2.4372, 0.2134], [1.6185, -2.2208, -0.0812], [0.8733, -2.9471, 0.1846], [3.4013, -3.5641, 0.8536], [2.4645, -4.5653, 1.1741], [1.6964, -4.1963, 1.8598], [3.0386, -5.3508, 1.6637], [1.9863, -4.9714, 0.2776], [5.2584, -1.5399, 0.1230], [5.9048, -2.7932, 0.0958], [5.7206, -3.3664, 1.0070], [6.9680, -2.5663, 0.0161], [5.5947, -3.3859, -0.7689], [4.4807, 0.6042, -1.0354], [4.1252, 1.8931, -1.4777], [5.0643, 2.4365, -1.5696], [3.4811, 2.4015, -0.7546], [3.6339, 1.8623, -2.4569], [1.8152, 0.8434, -1.4901], [-0.2927, 0.0557, -1.5044], [-2.7273, -3.0657, -1.4266], [-4.7615, -4.4396, -1.5343], [-6.9223, -3.5209, -0.7687], [-7.0204, -1.1913, 0.0985], [-3.9893, 2.3831, 1.4706], [-3.4753, 2.2388, 2.4238], [-3.5450, 3.2347, 0.9560], [-5.0453, 2.5814, 1.6482], [-2.4395, -0.0131, 1.5669], [-2.4886, 2.5929, -1.1466], [-0.6333, 4.1205, -1.5688]], "forces_ev_per_angstrom": [[-0.02, 0.16, -0.17], [-0.07, 0.01, -0.04], [-0.02, 0.01, 0.03], [0.02, -0.03, -0.02], [-0.16, -0.31, 0.30], [0.20, -0.06, 0.12], [0.25, 0.09, -0.06], [-0.04, -0.24, 0.17], [-0.03, 0.29, -0.01], [0.07, 0.16, 0.08], [0.15, 0.16, -0.06], [-0.23, 0.36, -0.34], [0.05, -0.27, 0.19], [0.00, -0.01, -0.04], [-0.01, 0.01, -0.01], [-0.07, -0.04, 0.02], [0.06, -0.13, 0.11], [0.20, -0.22, -0.08], [0.22, 0.17, -0.11], [-0.13, 0.18, -0.08], [-0.16, -0.14, 0.03], [0.02, -0.39, -0.12], [-0.01, 0.10, 0.02], [-0.06, 0.03, 0.03], [0.11, 0.01, -0.08], [-0.08, -0.06, -0.03], [-0.08, 0.06, 0.05], [-0.15, -0.15, 0.29], [0.03, 0.04, 0.13], [-0.12, 0.30, -0.42], [-0.03, -0.17, 0.24], [0.12, 0.05, -0.40], [0.36, -0.18, 0.18], [0.00, 0.05, -0.05], [0.13, -0.27, 0.08], [0.20, 0.03, -0.05], [0.20, 0.19, -0.08], [-0.16, -0.17, 0.08], [0.00, -0.06, 0.03], [0.15, 0.51, -0.16], [-0.16, -0.18, 0.07], [0.01, -0.01, -0.04], [-0.09, 0.02, -0.03], [0.00, 0.03, 0.04], [-0.46, 0.21, 0.16], [0.31, -0.33, 0.05], [0.06, 0.06, -0.14], [-0.04, -0.05, -0.03], [-0.01, 0.02, 0.02], [-0.03, -0.40, 0.15], [-0.11, 0.24, -0.04], [-0.07, 0.00, -0.03], [0.02, -0.05, -0.06], [0.00, 0.00, 0.03], [0.00, 0.17, -0.03], [-0.14, -0.09, 0.13], [0.08, -0.07, 0.01], [0.01, -0.09, -0.03], [-0.07, -0.04, 0.01], [-0.06, 0.03, 0.02], [-0.30, 0.25, 0.09], [0.04, 0.02, 0.01], [-0.01, -0.01, 0.08], [0.15, 0.03, 0.04], [0.05, 0.06, -0.15], [-0.15, 0.03, -0.04], [0.05, 0.10, -0.07]], "nbo_charge": [-0.252, 0.204, 0.173, 0.180, -0.491, 0.241, -0.308, -0.197, -0.051, -0.312, 0.348, -0.500, -0.257, 0.175, 0.189, 0.207, 0.232, -0.033, -0.440, 0.674, -0.623, -0.184, -0.144, -0.220, -0.187, -0.214, 0.103, -0.346, 0.223, 0.696, -0.614, -0.620, 0.241, -0.380, 0.289, 0.240, 0.253, -0.369, 0.258, -0.506, -0.251, 0.184, 0.199, 0.179, -0.504, -0.240, 0.185, 0.186, 0.173, -0.480, -0.263, 0.198, 0.203, 0.165, 0.221, 0.406, 0.216, 0.214, 0.216, 0.239, -0.421, 0.193, 0.203, 0.252, 0.209, 0.216, 0.224]}